{
  "formula": "C8H16O",
  "method": "wB97M-V/def2-TZVPD",
  "elements": ["H", "C", "H", "H", "C", "O", "C", "H", "H", "H", "H", "C", "C", "C", "C", "H", "H", "H", "H", "C", "H", "H", "H", "H", "H"],
  "positions_angstrom": [[2.031, 1.376, -1.685], [-0.936, 1.394, -1.247], [-1.672, 1.379, -0.457], [2.483, -0.798, -0.299], [1.597, -1.350, 0.013], [0.812, 0.201, 2.798], [-2.150, -0.895, 0.607], [-0.541, 2.417, -1.288], [-0.669, 1.253, 1.743], [1.480, -2.227, -0.628], [-2.623, 0.093, 0.677], [-0.686, -0.917, 0.918], [0.183, 0.402, -1.096], [0.234, 0.650, 1.616], [1.301, 0.649, -2.072], [0.164, -0.324, 3.285], [0.972, 1.333, 1.201], [-0.357, -1.699, 1.594], [-2.322, -1.237, -0.422], [0.337, -0.502, -0.056], [-1.472, 1.238, -2.197], [1.853, -0.250, -2.339], [-2.690, -1.534, 1.307], [0.902, 1.070, -2.997], [1.769, -1.720, 1.023]],
  "atomic_forces_ev_per_a": [[0.000, 0.025, -0.059], [-0.168, -0.052, -0.355], [-0.091, -0.027, 0.135], [-0.012, -0.085, -0.005], [-0.017, 0.298, 0.084], [0.036, 0.036, 0.570], [-0.261, 0.344, 0.202], [0.041, -0.041, 0.012], [-0.119, 0.035, 0.157], [0.018, 0.050, -0.050], [0.178, -0.136, 0.053], [1.872, 2.718, 0.213], [0.192, -1.207, 1.067], [-2.094, -0.812, 2.213], [0.127, 0.018, 0.063], [0.113, 0.180, -0.038], [0.151, -0.803, -0.751], [0.075, 0.093, -0.064], [0.053, -0.018, 0.124], [-0.185, -0.707, -3.607], [0.072, 0.098, 0.151], [0.017, -0.038, -0.027], [0.009, -0.077, -0.118], [0.000, 0.011, -0.035], [-0.007, 0.096, 0.067]],
  "de_lowest_ev": 3.6782,
  "orbital_gap_ev": 7.3,
  "spin_multiplicity": 1,
  "lumo_energy_ev": 0.76
}